1.
Density functional theory data (wB97M-V/def2-TZVPD) for a 14-piece molecular cluster, C24H24Cl53O2S overall.

## Properties
charge = +1
orbital gap = 9.8 eV

Each line ends with the Mulliken charge.
Geometry (Å):
C -0.97494 -3.01164 1.44659  -0.497
O 0.33604 -3.53430 1.53098  -0.137
C 0.69861 -4.39523 0.46690  -1.036
C 1.35779 -3.66870 -0.68490  0.260
C 0.40655 -2.89842 -1.62484  0.848
C 0.96992 -1.54825 -2.02161  -1.134
C 0.46735 -0.42747 -1.12183  -0.829
S 1.55824 -0.01182 0.26093  0.830
C 1.53117 1.80533 0.36825  -1.052
C 0.59345 2.25518 1.47293  -0.961
C -0.87584 1.97050 1.16224  0.130
Cl -1.68963 1.46504 2.67419  -0.194
C 3.30102 -0.38801 -0.15979  -0.699
O 4.08050 -0.46564 0.98281  -0.189
C 3.50488 -1.19736 2.07361  -0.810
H -0.92676 -1.95621 1.16898  -0.037
H -1.49411 -3.09075 2.39389  0.186
H -1.58084 -3.50267 0.69131  0.393
H 1.43569 -5.08391 0.87109  0.400
H -0.12843 -5.01642 0.13543  0.501
H 2.10349 -2.97015 -0.31869  -0.425
H 1.89741 -4.40678 -1.27083  0.370
H -0.60318 -2.80816 -1.25009  0.418
H 0.32810 -3.45108 -2.54193  -1.061
H 2.04484 -1.59118 -2.13532  0.397
H 0.58293 -1.32799 -3.01051  0.452
H -0.47085 -0.71112 -0.67007  0.481
H 0.28377 0.46280 -1.71212  0.788
H 2.53754 2.17767 0.50915  0.558
H 1.20845 2.17464 -0.59885  0.487
H 0.83986 1.69437 2.36271  0.440
H 0.70759 3.31544 1.65501  0.436
H -1.40106 2.82708 0.76682  0.386
H -1.02652 1.14703 0.47757  -0.148
H 3.68782 0.45897 -0.71010  0.556
H 3.40932 -1.31549 -0.71135  0.196
H 2.90775 -2.04992 1.76335  0.275
H 2.96522 -0.52677 2.73147  0.315
H 4.32929 -1.58460 2.65673  0.308
C -2.18128 5.56432 4.20801  0.200
Cl -3.28902 4.28738 4.72287  -0.037
Cl -2.58221 7.06922 5.02832  0.026
Cl -0.52460 5.09589 4.61922  -0.101
Cl -2.28772 5.81097 2.45991  -0.121
C -0.71389 -4.27980 -5.48960  0.155
Cl -1.45292 -5.55467 -6.45225  -0.015
Cl 0.57978 -4.94684 -4.48619  -0.031
Cl -0.00627 -3.05249 -6.53985  -0.057
Cl -1.94037 -3.53368 -4.44884  -0.107
C 3.17643 0.09490 -6.71660  0.248
Cl 2.99501 -0.27836 -4.99071  -0.011
Cl 4.88859 0.10160 -7.13378  -0.082
Cl 2.34212 -1.13957 -7.66359  -0.081
Cl 2.47494 1.67730 -7.05303  -0.095
C -5.77321 3.42923 0.62012  0.244
Cl -5.15791 3.84442 2.22023  0.027
Cl -6.00776 4.90222 -0.32331  -0.095
Cl -4.59691 2.38640 -0.20469  -0.092
Cl -7.30675 2.57159 0.77148  -0.094
C -1.32218 11.19045 5.41178  0.305
Cl -0.56889 10.21604 4.14191  -0.055
Cl -2.16110 12.56539 4.68739  -0.104
Cl -2.48382 10.20443 6.30668  -0.017
Cl -0.07519 11.77503 6.51676  -0.110
C -5.48515 10.94821 9.05388  0.344
Cl -4.81606 11.74110 7.62556  -0.070
Cl -5.29956 11.99947 10.45901  -0.096
Cl -7.19769 10.60477 8.79328  -0.095
Cl -4.61838 9.42956 9.33355  -0.090
C -2.84879 -7.44208 -10.08729  0.332
Cl -2.97956 -7.72396 -8.34210  -0.095
Cl -1.14345 -7.38776 -10.54236  -0.083
Cl -3.64882 -8.75107 -10.95106  -0.048
Cl -3.61672 -5.90299 -10.48654  -0.102
C 4.81363 -5.31696 -4.02992  0.253
Cl 5.72335 -4.85066 -2.57563  -0.081
Cl 4.20460 -3.85758 -4.82590  -0.008
Cl 5.88305 -6.18863 -5.12345  -0.075
Cl 3.45395 -6.37204 -3.59697  -0.084
C 2.98711 7.94853 3.35911  0.253
Cl 1.90170 6.63846 3.85175  0.010
Cl 2.56734 9.39806 4.26902  -0.046
Cl 4.66316 7.49711 3.69095  -0.105
Cl 2.78900 8.25140 1.62857  -0.112
C 7.14201 -0.32664 -1.27284  0.267
Cl 6.99125 -0.44455 0.48490  -0.085
Cl 8.84116 -0.38735 -1.73125  -0.083
Cl 6.28748 -1.68494 -2.05079  -0.028
Cl 6.42956 1.20401 -1.81359  -0.117
C -5.18559 4.44832 8.62954  0.299
Cl -5.90305 3.17418 7.63322  -0.108
Cl -4.22487 3.71744 9.91816  -0.097
Cl -4.14760 5.45756 7.61856  -0.010
Cl -6.46565 5.43776 9.33367  -0.088
C -1.63936 -12.36792 -10.21932  0.335
Cl -2.42083 -13.84543 -9.65120  -0.095
Cl -2.11175 -11.01587 -9.18491  -0.036
Cl 0.11469 -12.56792 -10.16222  -0.099
Cl -2.13917 -12.03890 -11.88199  -0.100
C -0.76330 -5.64786 4.51414  0.306
Cl -2.21135 -4.69291 4.85727  -0.109
Cl 0.62186 -4.57019 4.33103  -0.052
Cl -0.47391 -6.77362 5.83969  -0.096
Cl -1.00158 -6.55353 3.01207  -0.107

---

2.
Density functional theory data (wB97M-V/def2-TZVPD) for an isolated molecule of C24H24ClFN4O3.

## Properties
charge = 0
structure (SMILES) = Cc1onc(-c2c(F)cccc2Cl)c1C(=O)NNC(=O)C1CCN(Cc2ccccc2)CC1
orbital gap = 9.4 eV

Each line ends with the natural charge from an NBO analysis.
Geometry (Å):
C 1.42299 4.89800 1.29271  -0.678
C 1.69667 4.24601 -0.00883  0.382
O 1.71778 4.99965 -1.11529  -0.260
N 1.98474 4.23308 -2.19421  -0.095
C 2.14380 3.00784 -1.77353  0.168
C 2.43252 1.87763 -2.65239  -0.201
C 3.52617 1.90097 -3.51454  0.511
F 4.31316 2.98602 -3.53562  -0.315
C 3.84415 0.83283 -4.33210  -0.304
C 3.04969 -0.29911 -4.29593  -0.167
C 1.95139 -0.35806 -3.45615  -0.248
C 1.65158 0.72263 -2.64496  0.026
Cl 0.25659 0.63946 -1.63625  0.022
C 1.96598 2.94364 -0.35657  -0.282
C 2.10139 1.72759 0.45552  0.664
O 2.89327 0.83181 0.22609  -0.621
N 1.29067 1.69924 1.55125  -0.453
N 1.18632 0.49283 2.25000  -0.459
C -0.05106 0.09506 2.65702  0.672
O -0.97462 0.88481 2.64882  -0.635
C -0.10299 -1.32877 3.18524  -0.309
C -1.52453 -1.69101 3.62175  -0.400
C -2.45194 -1.81834 2.41656  -0.238
N -1.94154 -2.79937 1.47250  -0.447
C -2.88910 -3.03839 0.39778  -0.252
C -4.13171 -3.71508 0.90930  0.064
C -4.01904 -4.80035 1.77032  -0.245
C -5.14889 -5.44026 2.24421  -0.194
C -6.40685 -5.00719 1.85743  -0.224
C -6.52708 -3.92889 0.99880  -0.205
C -5.39478 -3.28433 0.53017  -0.244
C -0.64301 -2.39152 0.97730  -0.220
C 0.35097 -2.34833 2.13396  -0.396
H 1.91897 4.35787 2.09465  0.245
H 1.77399 5.92662 1.26393  0.245
H 0.35088 4.91225 1.49087  0.238
H 4.70513 0.89962 -4.97737  0.234
H 3.28621 -1.14233 -4.92548  0.223
H 1.32679 -1.23663 -3.42626  0.230
H 0.42888 2.23219 1.61895  0.427
H 1.93467 -0.14510 2.00300  0.425
H 0.57157 -1.37079 4.04864  0.235
H -1.91511 -0.92173 4.28833  0.228
H -1.49920 -2.64170 4.15573  0.211
H -3.43688 -2.15123 2.75206  0.215
H -2.56809 -0.83079 1.94029  0.186
H -3.15830 -2.10317 -0.12671  0.171
H -2.40432 -3.70000 -0.32959  0.207
H -3.03440 -5.12578 2.06953  0.223
H -5.05073 -6.28072 2.91609  0.210
H -7.29030 -5.50747 2.22620  0.212
H -7.50522 -3.58464 0.69557  0.212
H -5.49427 -2.43902 -0.13644  0.210
H -0.30786 -3.12353 0.23696  0.206
H -0.68401 -1.40194 0.48252  0.164
H 0.37853 -3.33433 2.60071  0.220
H 1.34943 -2.12717 1.75298  0.204

---

3.
Density functional theory data (wB97M-V/def2-TZVPD) for C24H24ClLuN7O4 as an isolated structure.

## Properties
charge = -1
orbital gap = 5.9 eV

Each line ends with the natural charge from an NBO analysis.
Geometry (Å):
Lu 9.95468 10.68312 8.52849  1.867
C 6.22962 12.23124 10.39205  -0.648
C 7.12203 11.43116 9.52401  -0.047
N 7.96910 12.10141 8.61727  -0.408
N 8.46581 13.37154 9.20644  -0.421
C 9.68530 13.22392 9.71027  0.576
O 10.28615 12.13559 10.04217  -0.816
C 10.41817 14.45834 10.07910  -0.119
C 9.86935 15.72043 9.89029  -0.158
C 10.59513 16.84021 10.27384  -0.227
C 11.84447 16.71742 10.90659  -0.238
C 12.38034 15.46381 11.07155  -0.200
C 11.63712 14.32016 10.68304  -0.183
C 7.32097 10.14674 9.85476  0.174
C 6.51977 9.42931 10.88610  -0.267
C 6.61459 8.09751 10.97307  -0.168
C 7.58426 7.33012 10.20245  -0.395
C 8.35326 8.03354 9.36185  0.095
N 8.28111 9.38368 9.20600  -0.759
H 5.30682 11.75862 10.69951  0.201
H 5.88389 13.19579 9.97922  0.230
H 6.66194 12.55080 11.36478  0.192
H 8.87049 15.92849 9.47013  0.236
H 10.11111 17.78819 10.04955  0.202
H 12.54003 17.52312 11.05140  0.204
H 13.40332 15.29393 11.49002  0.204
H 11.98459 13.31994 10.94599  0.245
H 5.93058 10.05837 11.50676  0.206
H 5.99443 7.59168 11.72656  0.195
H 7.78564 6.27794 10.31240  0.207
H 9.10384 7.52518 8.84242  0.185
C 8.65718 9.84062 4.81005  -0.697
C 9.49764 8.96097 5.67213  0.727
O 9.90782 9.34565 6.78743  -0.709
N 9.82274 7.73729 5.30908  -0.551
C 10.63356 6.87637 6.13696  -0.267
C 12.05314 6.87297 5.69829  0.201
C 12.89658 8.01797 5.75482  -0.225
C 14.19080 7.93442 5.34814  -0.168
C 14.70181 6.66196 4.98521  -0.257
C 13.82087 5.55934 5.04906  0.025
N 12.50082 5.70356 5.27711  -0.446
H 9.09976 10.78224 4.84075  0.258
H 7.63581 9.90981 5.10180  0.250
H 8.63026 9.51010 3.76714  0.214
H 9.61043 7.35831 4.41067  0.400
H 10.26275 5.85996 6.08190  0.224
H 10.54198 7.25366 7.14186  0.266
H 12.49894 8.95340 6.08547  0.249
H 14.76350 8.84689 5.33503  0.223
H 15.71952 6.48224 4.78375  0.210
H 14.18186 4.53152 4.78074  0.189
N 12.21720 8.27048 9.66857  -0.525
C 11.44146 9.12640 9.57842  -0.188
O 11.85822 11.12737 7.26719  -0.530
N 11.52556 12.16139 6.62779  0.379
O 10.30560 12.42175 6.81394  -0.556
Cl 6.10981 13.57423 7.22838  -0.131
C 7.40498 12.32150 7.35797  -0.163
H 8.16965 12.67592 6.62382  0.235
H 7.00557 11.42366 6.98955  0.201

---

4.
Density functional theory data (wB97M-V/def2-TZVPD) for an isolated molecule of C24H24ClN3O.

## Properties
charge = 0
structure (SMILES) = CC1(C)Cc2c(cnn2-c2ccccc2)-c2c1c1ccccc1n2C[C@@H](O)CCl
orbital gap = 7.9 eV

Each line ends with the natural charge from an NBO analysis.
Geometry (Å):
C 0.13826 -1.75188 -1.99825  -0.601
C -0.47258 -0.34276 -1.96638  -0.059
C -1.22824 -0.08569 -3.27156  -0.597
C 0.66448 0.70212 -1.86824  -0.397
C 1.24975 0.73046 -0.50473  0.200
C 0.53579 0.43445 0.65127  -0.211
C 1.48398 0.55633 1.68656  -0.045
N 2.66135 0.89007 1.20404  -0.264
N 2.51834 1.00903 -0.12431  -0.192
C 3.62814 1.36220 -0.90240  0.218
C 4.88767 0.93363 -0.49387  -0.229
C 6.00320 1.26871 -1.23603  -0.197
C 5.87265 2.02856 -2.38747  -0.215
C 4.62150 2.47049 -2.78184  -0.200
C 3.49774 2.14845 -2.04159  -0.252
C -0.84419 0.06160 0.49719  0.244
C -1.35710 -0.24736 -0.74662  -0.105
C -2.73424 -0.55392 -0.55276  -0.099
C -3.79191 -0.94936 -1.37688  -0.191
C -5.03513 -1.15470 -0.82449  -0.237
C -5.26644 -0.97524 0.54044  -0.223
C -4.24796 -0.59003 1.38463  -0.263
C -2.98893 -0.38458 0.83599  0.211
N -1.82902 0.00457 1.44969  -0.373
C -1.65845 0.15313 2.86330  -0.241
C -1.48956 -1.22643 3.54488  0.068
O -0.48879 -1.99219 2.94261  -0.700
C -1.25786 -1.07091 5.05057  -0.385
Cl 0.26303 -0.18463 5.36305  -0.082
H -0.65019 -2.50048 -2.01149  0.216
H 0.75078 -1.91893 -1.11502  0.216
H 0.75822 -1.88069 -2.88388  0.200
H -0.52187 0.06320 -4.08688  0.207
H -1.85474 -0.93450 -3.52655  0.210
H -1.85352 0.80019 -3.18714  0.216
H 0.24897 1.69059 -2.09982  0.220
H 1.42848 0.47011 -2.61366  0.225
H 1.38442 0.42825 2.74664  0.208
H 4.96779 0.34878 0.40859  0.240
H 6.97847 0.93304 -0.91718  0.217
H 6.74466 2.28477 -2.96995  0.215
H 4.51744 3.07954 -3.66751  0.216
H 2.53249 2.52863 -2.33434  0.221
H -3.64866 -1.09569 -2.43485  0.209
H -5.85479 -1.46216 -1.45778  0.210
H -6.25633 -1.14419 0.93798  0.210
H -4.43011 -0.45395 2.44108  0.204
H -2.53408 0.65575 3.28503  0.212
H -0.77845 0.77077 3.05006  0.225
H -2.41044 -1.80536 3.40217  0.199
H 0.36022 -1.54349 3.05705  0.473
H -1.15094 -2.04864 5.51908  0.231
H -2.06329 -0.50966 5.52155  0.218